Record 1
Density functional theory data (ωB97M-V/def2-TZVPD) for C36H48InN4OP2S2Se4 as an isolated structure.

Structure (ORCA input):
```
! wB97M-V def2-TZVPD RIJCOSX def2/J DEFGRID3
* xyz -1 1
In -0.17361 1.09022 -1.52449
C -1.60119 -3.79902 -2.20039
C -0.26529 -3.24811 -1.69194
C 0.53545 -2.84520 -2.94504
P -0.49304 -1.74256 -0.60797
C -1.98383 -2.12940 0.43227
C -2.15427 -0.94171 1.38163
C -1.99598 -3.42912 1.23197
C 0.86500 -1.80530 0.59705
C 1.24034 -3.01520 1.18332
C 2.19337 -3.10757 2.18064
C 2.78282 -1.92305 2.62079
C 2.44676 -0.71147 2.06420
C 1.48391 -0.58695 1.01962
N 1.09154 0.61634 0.52840
C 1.85943 1.76098 0.71405
C 3.26075 1.79820 0.62083
C 3.95030 2.99008 0.71399
C 3.27376 4.18988 0.90413
C 1.89197 4.17452 0.98051
C 1.17765 2.98270 0.87894
P -0.63755 2.85684 0.91619
C -0.85619 2.38314 2.71496
C -2.31465 2.16848 3.11442
C -0.13177 3.23161 3.76268
C -1.20160 4.60796 0.60310
C -1.39084 5.52908 1.80638
C -2.46822 4.59423 -0.25699
H -1.42407 -4.60423 -2.91932
H -2.15558 -3.01164 -2.71823
H -2.22946 -4.19675 -1.40659
H 0.27372 -4.01713 -1.12872
H -0.17228 -2.38055 -3.63028
H 0.93638 -3.71742 -3.46215
H 1.15667 -0.88545 -2.90594
H -2.81566 -2.11992 -0.28110
H -1.36067 -0.94242 2.13439
H -3.11798 -0.99184 1.89523
H -2.10120 0.00493 0.84198
H -1.22016 -3.41029 1.99839
H -1.83921 -4.31761 0.61821
H -2.95850 -3.53934 1.74031
H 0.75383 -3.92626 0.85162
H 2.45891 -4.06408 2.61247
H 3.51290 -1.94680 3.42274
H 2.90624 0.18626 2.45209
H 3.79642 0.87939 0.42901
H 5.02943 2.98630 0.61379
H 3.81438 5.12539 0.97019
H 1.36546 5.11212 1.11172
H -0.36666 1.40182 2.68987
H -2.87440 3.10764 3.09999
H -2.36647 1.77452 4.13337
H -2.82141 1.45889 2.46265
H -0.72659 4.09781 4.05455
H 0.83956 3.57888 3.41194
H 0.03428 2.63242 4.66256
H -0.39521 5.01514 -0.01544
H -2.18532 5.16611 2.46163
H -1.68083 6.52610 1.46248
H -0.48373 5.63029 2.40147
H -3.34343 4.31162 0.33507
H -2.38142 3.89573 -1.09038
H -2.65258 5.58991 -0.66846
S -1.51934 -0.20773 -4.00537
C -2.79763 0.07530 -2.93934
N -2.72905 0.68222 -1.77422
C -3.97534 0.84334 -1.19478
C -4.22896 1.50167 0.00534
C -5.52424 1.57256 0.48434
C -6.58132 0.99677 -0.22222
C -6.34863 0.34946 -1.42558
C -5.04749 0.28000 -1.90490
S -4.44025 -0.43291 -3.36628
H -3.40134 1.95579 0.53064
H -5.72003 2.08556 1.41838
H -7.58976 1.06173 0.16621
H -7.16541 -0.09099 -1.98356
Se 3.45846 0.06538 -2.42268
Se 3.34537 2.24779 -4.48662
Se 1.12686 2.59244 -4.65077
Se 0.41634 3.57469 -2.64332
N 1.53693 -1.80971 -2.72657
C 2.83802 -1.71463 -2.44634
N 3.63464 -2.76656 -2.21047
C 3.26051 -4.17635 -2.13543
C 3.68435 -4.77439 -0.80054
O 5.06455 -4.59772 -0.54750
C 5.36576 -3.20760 -0.54767
C 5.05066 -2.59171 -1.89446
H 3.75898 -4.71067 -2.95214
H 2.19207 -4.31078 -2.23582
H 3.49462 -5.84861 -0.80655
H 3.10203 -4.30833 0.00010
H 6.42995 -3.11653 -0.33271
H 4.79161 -2.69696 0.23717
H 5.64298 -3.09095 -2.66953
H 5.28375 -1.53067 -1.90111
*
```

Its gap between HOMO and LUMO (spin up / spin down) is 6.264 / 4.610 eV. The energy relative to the best compared isomer or geometry (same formula, charge and spin) is 0.0 kJ/mol.

Results of the Mulliken charge analysis, in e, for atoms 1 through 2:
1 In 1.132
2 C -1.809

=====

Record 2
Density functional theory data (ωB97M-V/def2-TZVPD) for an isolated molecule of C2H4N4S.

Structure (ORCA input):
```
! wB97M-V def2-TZVPD RIJCOSX def2/J DEFGRID3
* xyz 0 1
H -1.37367 0.82571 2.70013
N -1.41665 1.16554 1.71968
C -0.71619 0.41667 0.98408
N 0.06736 -0.71912 1.32472
C 0.71058 -1.01922 0.26147
N 0.50473 -0.17441 -0.81249
S 0.47960 -0.83506 -2.40137
N -0.57827 0.63289 -0.41228
H 1.37469 -1.88559 0.18068
H 1.41429 -0.02124 -2.88963
H -0.46646 1.61382 -0.65499
*
```

Its gap between HOMO and LUMO is 9.217 eV. Its structure (SMILES) is [H]/N=c1\ncn(S)[nH]1. The energy relative to the best compared isomer or geometry (same formula, charge and spin) is 152.4 kJ/mol.

Results of the Mulliken charge analysis, in e, for atoms 1 through 2:
1 H 0.283
2 N -0.653

=====

no.,E_tot (hartree)
1,-12969.9419
2,-695.7739